1.
Entry from OMol25: C24H38IN11OP as an isolated structure (ωB97M-V/def2-TZVPD).

Each line ends with the Löwdin charge.
Cartesian coordinates (Å):
O  -3.71749  3.94186  -0.39756  -0.497
P  -3.13481  2.65697  -1.41795  0.510
I  -1.59468  3.54809  -3.11506  0.395
C  -2.04078  1.50028  -0.35028  -0.450
C  -3.08924  0.98443  0.73002  -0.018
N  -2.61565  0.96644  1.95458  0.121
C  -1.19607  1.41189  1.86272  -0.149
C  -1.00980  2.32932  0.56594  -0.148
H  -2.93229  4.49187  -0.09324  0.078
H  -1.58294  0.72799  -1.05047  0.137
H  -4.14558  0.68285  0.46221  0.146
H  -3.10062  0.69405  2.81715  0.170
H  -0.68301  0.45011  1.50962  0.135
H  -0.62858  1.67579  2.79885  0.107
H  -1.31439  3.36093  0.90400  0.106
H  0.03007  2.32919  0.12294  0.133
C  -1.37571  7.41148  -4.50126  -0.112
C  -1.21085  8.85038  -4.16205  -0.263
N  -1.08294  9.96943  -3.89821  0.114
H  -0.83991  7.18347  -5.42295  0.065
H  -0.97722  6.79270  -3.69548  0.033
H  -2.43275  7.17992  -4.63878  0.012
C  0.54875  -2.11111  3.74663  -0.080
C  0.70486  -0.67034  4.08778  -0.256
N  0.82728  0.45072  4.35292  0.115
H  1.09419  -2.33611  2.82920  0.085
H  0.94099  -2.72955  4.55432  0.019
H  -0.50555  -2.34631  3.60047  0.077
C  2.65159  -5.42234  6.55253  -0.071
C  1.41664  -4.95926  5.86478  -0.224
N  0.45465  -4.59902  5.32954  0.118
H  2.42461  -5.67964  7.58787  0.085
H  3.04954  -6.29889  6.04781  0.041
H  3.40254  -4.63325  6.53813  0.073
C  4.38640  -7.64489  3.05407  -0.067
C  4.80658  -6.72111  4.14139  -0.245
N  5.13627  -6.00164  4.98766  0.125
H  4.74401  -7.27091  2.09067  0.004
H  4.80458  -8.63692  3.22868  0.087
H  3.29841  -7.71656  3.02681  0.083
C  6.45628  -9.06736  -0.95203  -0.061
C  5.51951  -8.07338  -0.35510  -0.233
N  4.79354  -7.30080  0.10857  0.120
H  6.12330  -10.07846  -0.71736  0.084
H  6.48430  -8.94400  -2.03507  0.080
H  7.45886  -8.92142  -0.54986  0.053
C  -6.29702  -0.14647  4.75208  -0.056
C  -5.90133  -0.61671  3.39604  -0.256
N  -5.59302  -0.98380  2.34160  0.119
H  -7.27672  0.32955  4.70757  0.087
H  -6.34261  -0.99220  5.43844  0.087
H  -5.56756  0.57410  5.12271  0.077
C  -7.27761  6.44874  -0.72050  -0.048
C  -6.18944  5.44424  -0.56180  -0.133
N  -5.33542  4.65606  -0.44230  0.073
H  -7.10561  7.29106  -0.04966  0.083
H  -7.30109  6.81154  -1.74861  0.084
H  -8.23839  5.99293  -0.48120  0.082
C  8.22155  -5.83223  2.76679  -0.060
C  8.15968  -7.23912  2.28730  -0.249
N  8.10999  -8.33348  1.91460  0.133
H  7.66414  -5.18528  2.08889  0.081
H  7.78712  -5.76151  3.76462  0.063
H  9.25904  -5.49931  2.80487  0.081
C  -2.97543  5.42236  -8.35812  -0.056
C  -3.34547  6.17992  -7.13247  -0.219
N  -3.63328  6.76893  -6.17869  0.128
H  -3.59920  4.53291  -8.44685  0.086
H  -3.12094  6.04824  -9.23907  0.087
H  -1.92953  5.11881  -8.30613  0.020
C  1.63753  4.85336  -7.79176  -0.053
C  0.48284  4.07755  -8.32046  -0.249
N  -0.41432  3.47334  -8.73259  0.132
H  2.23813  5.23330  -8.61833  0.085
H  1.27856  5.69362  -7.19674  0.072
H  2.25851  4.21269  -7.16537  0.082

The HOMO energy comes out at -11.27 eV. The value obtained for the calculated total energy is -2253.442796 Ha. Its total charge is +1.

---

2.
Entry from OMol25: C24H38N2O4 in the gas phase (ωB97M-V/def2-TZVPD).

Each line ends with the Löwdin charge.
Cartesian coordinates (Å):
C  1.06559  3.95663  -5.85909  -0.107
C  2.30124  3.06914  -5.93827  -0.229
C  2.39590  2.12373  -4.74430  -0.231
O  1.32479  1.20427  -4.81566  -0.115
C  1.09549  0.45306  -3.64815  -0.332
C  -0.27465  -0.21338  -3.79604  -0.130
C  -0.57216  -1.10218  -2.59246  -0.160
C  0.55311  -2.12171  -2.40386  -0.145
N  1.81770  -1.43945  -2.27787  -0.038
C  2.62280  -1.44142  -1.18745  -0.416
O  3.68782  -0.85031  -1.16867  0.074
C  2.13969  -2.21711  -0.00237  -0.158
C  2.82662  -3.33859  0.41898  -0.019
C  2.41504  -4.02117  1.55578  -0.005
C  1.32839  -3.58013  2.29004  -0.194
O  0.84621  -4.17682  3.41462  -0.063
C  1.50678  -5.31820  3.89984  -0.084
C  0.63321  -2.41733  1.87789  -0.167
O  -0.42190  -2.07282  2.65924  0.011
C  -1.15596  -0.89241  2.38652  -0.332
C  -0.41962  0.36808  2.84521  -0.100
C  -1.32117  1.58602  2.65655  -0.184
N  -2.52442  1.42147  3.44492  -0.154
C  -3.30900  2.62691  3.67342  -0.426
C  -3.72421  3.37913  2.40127  -0.056
C  -2.57006  3.56298  4.63170  -0.062
C  -3.28459  0.28405  2.97266  -0.189
C  -2.46888  -0.99293  3.15999  -0.103
C  1.05069  -1.75505  0.73746  0.034
C  2.16545  -0.63271  -3.42457  -0.077
H  0.99211  4.58806  -6.74099  0.067
H  1.10942  4.59502  -4.97911  0.072
H  0.17445  3.33818  -5.79611  0.069
H  2.26104  2.46697  -6.84662  0.110
H  3.20413  3.68138  -5.96865  0.108
H  3.35929  1.59464  -4.76360  0.122
H  2.33719  2.69253  -3.80391  0.129
H  1.09069  1.12048  -2.76800  0.160
H  -0.26465  -0.80745  -4.71149  0.124
H  -1.03839  0.55726  -3.90682  0.120
H  -1.51973  -1.62334  -2.73422  0.114
H  -0.65296  -0.48476  -1.69548  0.105
H  0.59828  -2.77480  -3.28492  0.132
H  0.37957  -2.73934  -1.52230  0.119
H  3.68319  -3.68484  -0.13765  0.121
H  2.96111  -4.89909  1.86132  0.105
H  0.96503  -5.61039  4.79806  0.094
H  1.47715  -6.14077  3.17704  0.096
H  2.54832  -5.10218  4.16022  0.097
H  -1.38086  -0.82874  1.30996  0.149
H  -0.17797  0.25638  3.90264  0.133
H  0.51158  0.49983  2.29223  0.115
H  -0.79335  2.47793  2.99335  0.118
H  -1.54562  1.70033  1.57906  0.127
H  -4.22044  2.28858  4.18168  0.134
H  -4.38967  4.19844  2.66025  0.077
H  -4.24796  2.71645  1.71583  0.070
H  -2.85434  3.79097  1.89512  0.073
H  -3.25422  4.31826  5.00963  0.076
H  -1.74721  4.07129  4.13584  0.068
H  -2.17624  2.99408  5.46903  0.080
H  -4.20671  0.21216  3.55382  0.123
H  -3.55923  0.37985  1.90479  0.123
H  -3.03571  -1.85907  2.81720  0.122
H  -2.23571  -1.12796  4.21563  0.129
H  0.54923  -0.85923  0.40768  0.112
H  2.22702  -1.26093  -4.32066  0.144
H  3.14229  -0.18793  -3.22720  0.120

Its energy relative to the best compared isomer or geometry (same formula, charge and spin) is 11.5 kcal/mol. The HOMO energy comes out at -8.07 eV. As for the structure (SMILES): CCCO[C@H]1CCCN(C(=O)c2ccc(OC)c(OC3CCN(C(C)C)CC3)c2)C1. The value obtained for the calculated total energy is -1347.780019 Ha. Its total charge is 0.

---

3.
Entry from OMol25: a 6-piece molecular cluster, C24H38N6O8 overall (ωB97M-V/def2-TZVPD).

Each line ends with the Löwdin charge.
Cartesian coordinates (Å):
O  -1.10411  6.97368  1.20539  0.102
N  -0.26611  6.79668  2.03639  -0.367
O  0.22589  7.63368  2.85439  0.025
C  0.28589  5.40168  2.15439  -0.055
C  1.17989  5.18368  3.48639  0.069
C  1.73989  3.75268  3.81639  -0.001
C  1.45689  2.61568  2.77739  -0.095
C  0.58989  2.84968  1.72639  -0.124
C  -0.05411  4.17968  1.33539  0.037
H  1.36489  5.93968  4.18639  0.048
H  2.35889  3.74568  4.71839  0.071
H  2.04389  1.61368  2.93439  0.121
H  0.21389  2.05668  1.04039  0.071
H  -0.61511  4.33768  0.34439  0.118
O  9.32689  -0.46132  -0.35361  -0.042
N  8.03189  0.03868  -0.50661  -0.296
O  7.71289  1.16468  -0.08661  0.054
C  7.16589  -0.84332  -1.17161  -0.134
C  5.70089  -0.44032  -1.23761  0.023
C  4.76589  -1.39732  -1.89561  -0.018
C  5.32489  -2.63632  -2.51561  -0.071
C  6.61189  -3.01532  -2.58561  -0.036
C  7.67789  -2.03032  -2.07961  0.121
H  5.46489  0.57968  -0.51161  0.171
H  3.71989  -1.39032  -1.65161  0.072
H  4.60789  -3.08032  -2.79961  -0.013
H  7.03789  -3.88332  -2.96861  0.079
H  8.70189  -2.35432  -2.27261  0.094
C  -4.27911  2.87168  0.65339  -0.072
N  -3.67411  3.32768  -0.61261  -0.194
C  -3.12011  2.26168  -1.47561  -0.033
C  -3.60911  4.59468  -0.91161  -0.412
O  -3.07111  5.05968  -1.90061  -0.013
H  -3.47811  2.16068  1.10339  0.084
H  -5.05011  1.99368  0.64539  0.103
H  -4.66511  3.75368  1.32139  0.118
H  -3.67511  2.22468  -2.41161  0.096
H  -3.11811  1.22168  -1.00661  0.089
H  -1.98111  2.34168  -1.43861  0.097
H  -3.99411  5.45168  -0.36661  0.135
C  -0.94611  -3.39532  2.57539  -0.003
N  -1.55011  -2.07132  2.89839  -0.164
C  -0.68811  -1.23732  3.65539  -0.052
C  -2.70011  -1.64832  2.23339  -0.270
O  -3.13311  -0.52632  2.50539  -0.018
H  -0.27611  -3.20032  1.93539  0.001
H  -1.56911  -4.07132  2.30539  0.007
H  -0.33011  -3.90132  3.48639  0.157
H  -1.14111  -1.33832  4.78039  0.172
H  -0.92411  -0.32232  3.35039  0.027
H  0.23989  -1.32832  3.44339  0.021
H  -3.08611  -2.22032  1.46739  0.109
C  1.53889  1.02368  -1.32461  -0.007
N  0.42889  0.05268  -1.43161  -0.138
C  -0.11711  -0.56132  -0.24861  -0.007
C  -0.22511  -0.14832  -2.62261  -0.243
O  -1.28111  -0.87532  -2.84861  -0.063
H  2.05189  0.78968  -0.36461  0.116
H  1.09989  1.92868  -1.54561  0.068
H  2.17589  0.86768  -2.07861  0.036
H  -0.03711  -1.48432  -0.21961  0.021
H  -1.21211  -0.40432  -0.32361  0.118
H  0.21089  -0.14232  0.48539  -0.016
H  0.22589  0.31768  -3.43961  0.112
C  -4.81111  -5.10432  -2.82861  -0.082
N  -3.81911  -4.85732  -1.79661  -0.166
C  -3.01411  -3.71732  -2.19361  -0.079
C  -3.73411  -5.63132  -0.70161  -0.330
O  -2.83911  -5.59732  0.15339  -0.029
H  -5.81311  -5.55632  -2.58961  0.111
H  -4.73211  -5.39232  -3.75961  0.024
H  -5.24011  -4.13232  -3.06361  0.087
H  -3.27611  -2.71532  -1.94361  0.065
H  -2.53211  -3.92332  -3.24161  0.130
H  -1.90711  -3.70132  -1.79461  0.108
H  -4.59411  -6.36932  -0.49461  0.154

Its energy relative to the best compared isomer or geometry (same formula, charge and spin) is 359.1 kcal/mol. The HOMO energy comes out at -9.18 eV. As for the structure (SMILES): O=[N+]([O-])c1ccccc1.O=[N+]([O-])c1ccccc1.CN(C)C=O.CN(C)C=O.CN(C)C=O.CN(C)C=O. The value obtained for the calculated total energy is -1866.974003 Ha. Its total charge is 0.